1.
Below is the molecule C5H15N3, with properties calculated with wB97M-V/def2-TZVPD.

E_LUMO (eV): 1.11
HOMO level (eV): -8.32
HOMO-LUMO gap (eV): 9.431
Total energy (hartree): -363.73864
Relative energy (zero: lowest compared OMol25 entry of this formula, charge and spin) (kcal/mol): 30.41
SMILES: C[C@H](N)CNCCN

ORCA input file:
```
! wB97M-V def2-TZVPD RIJCOSX def2/J DEFGRID3
* xyz 0 1
C -1.85 -1.29 1.77
C -1.18 -1.83 0.52
N 0.07 -2.50 0.79
C -0.97 -0.61 -0.43
N 0.29 0.04 -0.08
C 0.44 1.40 -0.55
C 1.88 1.66 -0.96
N 2.10 3.09 -1.29
H -1.39 -0.44 2.26
H -2.82 -0.79 1.63
H -2.01 -2.04 2.55
H -1.88 -2.52 0.04
H 0.59 -2.03 1.52
H 0.01 -3.48 0.99
H -1.73 0.15 -0.29
H -1.06 -1.02 -1.45
H 1.06 -0.60 -0.16
H 0.23 2.09 0.28
H -0.21 1.63 -1.41
H 2.05 0.99 -1.82
H 2.62 1.44 -0.20
H 2.56 3.15 -2.21
H 1.20 3.51 -1.51
*
```

Charges computed using Löwdin, reported in e: C -0.104; C -0.444; N 0.030; C -0.200; N -0.081; C -0.258; C -0.291; N -0.021; H 0.073; H 0.077; H 0.071; H 0.132; H 0.077; H 0.065; H 0.107; H 0.110; H 0.093; H 0.122; H 0.115; H 0.110; H 0.106; H 0.060; H 0.053

***

2.
Below is a cluster of 2 separate species, C5H15N3 in total, with properties calculated with wB97M-V/def2-TZVPD.

E_LUMO (eV): 1.05
HOMO level (eV): -7.77
HOMO-LUMO gap (eV): 8.815
Total energy (hartree): -363.73188
Relative energy (zero: lowest compared OMol25 entry of this formula, charge and spin) (kcal/mol): 34.65
SMILES: C/C=C/N.NCCN

ORCA input file:
```
! wB97M-V def2-TZVPD RIJCOSX def2/J DEFGRID3
* xyz 0 1
C -1.28 2.67 -1.22
C -1.62 1.64 -0.18
C -2.85 1.05 -0.09
N -3.24 0.08 0.85
H -2.10 2.79 -1.94
H -1.06 3.68 -0.77
H -0.34 2.35 -1.78
H -0.84 1.36 0.55
H -3.59 1.30 -0.87
H -4.23 0.15 1.15
H -2.63 0.06 1.67
N 2.05 -3.30 0.27
C 1.44 -1.97 0.32
C 2.46 -0.93 -0.12
N 1.85 0.43 -0.07
H 1.35 -4.01 0.44
H 2.73 -3.39 1.05
H 1.01 -1.68 1.31
H 0.58 -1.93 -0.38
H 3.35 -1.01 0.51
H 2.75 -1.12 -1.16
H 1.68 0.68 0.92
H 2.53 1.12 -0.45
*
```

Charges computed using Löwdin, reported in e: C -0.145; C -0.201; C -0.240; N 0.001; H 0.062; H 0.074; H 0.077; H 0.077; H 0.104; H 0.083; H 0.082; N -0.024; C -0.314; C -0.304; N -0.031; H 0.051; H 0.076; H 0.106; H 0.112; H 0.099; H 0.110; H 0.068; H 0.076

***

3.
Below is a cluster of 2 separate species, C5H15N3 in total, with properties calculated with wB97M-V/def2-TZVPD.

E_LUMO (eV): 0.73
HOMO level (eV): -6.60
HOMO-LUMO gap (eV): 7.333
Total energy (hartree): -363.64821
Relative energy (zero: lowest compared OMol25 entry of this formula, charge and spin) (kcal/mol): 87.16

ORCA input file:
```
! wB97M-V def2-TZVPD RIJCOSX def2/J DEFGRID3
* xyz 0 1
C -1.36 -0.01 -0.08
C -0.62 0.35 1.10
C 1.50 0.55 -1.64
C 1.48 -1.80 -1.16
C -0.80 -0.56 2.31
N 1.03 -0.49 -0.75
N -1.80 0.92 -0.94
N -0.63 1.78 1.37
H -1.57 -1.04 -0.30
H 0.49 -0.03 0.49
H -2.14 0.66 -1.85
H -1.57 1.88 -0.70
H 0.22 2.08 1.81
H -1.41 2.07 1.95
H 1.13 1.52 -1.29
H 2.60 0.61 -1.69
H 1.14 0.41 -2.68
H 2.58 -1.88 -1.19
H 1.12 -2.56 -0.47
H 1.13 -2.07 -2.18
H -0.80 -1.61 2.01
H 0.03 -0.42 3.01
H -1.73 -0.36 2.85
*
```

Charges computed using Löwdin, reported in e: C -0.106; C -0.482; C -0.218; C -0.210; C -0.069; N -0.293; N 0.132; N 0.035; H 0.132; H 0.137; H 0.111; H 0.098; H 0.077; H 0.075; H 0.054; H 0.063; H 0.066; H 0.060; H 0.058; H 0.064; H 0.073; H 0.072; H 0.071

***

4.
Below is a cluster of 2 separate species, C5H15N3 in total, with properties calculated with wB97M-V/def2-TZVPD.

E_LUMO (alpha / beta) (eV): 0.87 / 0.22
HOMO level (alpha / beta) (eV): -7.36 / -6.78
HOMO-LUMO gap (alpha / beta) (eV): 8.221 / 6.993
Total energy (hartree): -363.58205
Relative energy (zero: lowest compared OMol25 entry of this formula, charge and spin) (kcal/mol): 128.67

ORCA input file:
```
! wB97M-V def2-TZVPD RIJCOSX def2/J DEFGRID3
* xyz 0 1
C -2.32 1.46 0.17
N -1.06 1.37 -0.54
N -0.02 2.01 -0.11
C -0.81 -0.05 -1.31
C -1.84 -0.98 -1.29
H -0.26 2.55 0.73
H 1.39 0.62 0.41
H -0.39 0.25 -2.26
H -3.11 1.04 -0.46
H -2.31 0.93 1.13
H -2.52 2.52 0.37
H -2.24 -1.37 -0.36
H -2.29 -1.34 -2.20
C 2.62 -0.86 -0.33
C 1.26 -0.98 1.71
N 1.44 -0.40 0.38
H 0.09 -0.42 -0.65
H 1.12 -2.06 1.62
H 3.55 -0.65 0.22
H 2.67 -0.36 -1.29
H 2.55 -1.94 -0.49
H 2.11 -0.79 2.37
H 0.37 -0.55 2.16
*
```

Charges computed using Löwdin, reported in e: C -0.093; N -0.273; N 0.015; C -0.237; C -0.023; H 0.043; H 0.065; H 0.103; H 0.076; H 0.082; H 0.080; H 0.051; H 0.045; C -0.123; C -0.122; N -0.242; H 0.093; H 0.078; H 0.075; H 0.079; H 0.079; H 0.075; H 0.072

***

5.
Below is the ion C5H15N3 with charge +3, with properties calculated with wB97M-V/def2-TZVPD.

E_LUMO (alpha / beta) (eV): -12.10 / -15.59
<S²>: 0.767
HOMO level (alpha / beta) (eV): -23.71 / -24.13
HOMO-LUMO gap (alpha / beta) (eV): 11.615 / 8.539
Total energy (hartree): -362.54982
Relative energy (zero: lowest compared OMol25 entry of this formula, charge and spin) (kcal/mol): 7.17

ORCA input file:
```
! wB97M-V def2-TZVPD RIJCOSX def2/J DEFGRID3
* xyz 3 2
C -1.48 -1.20 1.23
C -1.13 -0.81 -0.25
C -0.70 0.65 -0.39
C 0.69 0.98 0.08
C 1.79 0.32 -0.52
N 3.22 0.50 -0.42
N 0.88 1.74 1.14
N -2.40 -1.10 -1.08
H -0.68 -1.85 1.59
H -1.48 -0.33 1.87
H -2.38 -1.80 1.26
H -0.41 -1.53 -0.64
H -1.41 1.30 0.16
H -0.87 1.27 -1.31
H 1.56 -0.52 -1.17
H 3.81 -0.35 -0.44
H 3.51 0.93 0.49
H 3.54 1.27 -1.04
H 0.22 2.25 1.74
H 1.82 1.93 1.45
H -2.22 -1.24 -2.08
H -3.10 -0.40 -0.85
H -2.77 -2.02 -0.82
*
```

Charges computed using Löwdin, reported in e: C 0.022; C -0.277; C -0.075; C -0.175; C 0.122; N 0.269; N 0.336; N 0.248; H 0.106; H 0.091; H 0.107; H 0.146; H 0.154; H 0.180; H 0.165; H 0.222; H 0.199; H 0.230; H 0.198; H 0.162; H 0.195; H 0.188; H 0.186

***

6.
Below is a structure of composition C5H15N3O, with properties calculated with wB97M-V/def2-TZVPD.

E_LUMO (alpha / beta) (eV): 0.59 / 0.58
HOMO level (alpha / beta) (eV): -7.19 / -7.19
HOMO-LUMO gap (alpha / beta) (eV): 7.776 / 7.774
Total energy (hartree): -438.85586
Relative energy (zero: lowest compared OMol25 entry of this formula, charge and spin) (kcal/mol): 112.38

ORCA input file:
```
! wB97M-V def2-TZVPD RIJCOSX def2/J DEFGRID3
* xyz 0 1
C 0.56 -1.38 0.87
C 1.94 -1.93 0.67
C 0.18 -0.76 2.08
N -0.40 -1.79 -0.02
H 1.04 0.47 -0.04
H -1.18 -1.14 -0.11
H -0.05 -2.07 -0.93
H 1.95 -3.01 0.87
H -0.85 -0.92 2.38
H 2.66 -1.46 1.34
H 2.29 -1.79 -0.36
H 0.20 0.56 1.84
H 0.88 -0.88 2.90
C -1.78 2.01 -0.57
C -0.40 0.84 -2.17
N -0.74 1.00 -0.76
N 0.51 1.40 -0.06
O 0.28 1.74 1.20
H -1.94 2.15 0.50
H -2.70 1.63 -1.00
H -1.51 2.97 -1.02
H 0.41 0.11 -2.27
H -1.27 0.45 -2.70
H -0.08 1.78 -2.64
*
```

Charges computed using Löwdin, reported in e: C -0.426; C -0.042; C -0.054; N 0.119; H 0.090; H 0.095; H 0.095; H 0.093; H 0.091; H 0.087; H 0.079; H 0.100; H 0.086; C -0.100; C -0.113; N -0.294; N -0.143; O -0.227; H 0.071; H 0.080; H 0.083; H 0.067; H 0.081; H 0.081

***

7.
Below is a cluster of 2 separate species, C5H15N3O2 in total, with properties calculated with wB97M-V/def2-TZVPD.

E_LUMO (eV): 0.81
HOMO level (eV): -8.10
HOMO-LUMO gap (eV): 8.910
Total energy (hartree): -514.16855
Relative energy (zero: lowest compared OMol25 entry of this formula, charge and spin) (kcal/mol): 51.51
SMILES: C[C@](O)(CN)NN.CC=O

ORCA input file:
```
! wB97M-V def2-TZVPD RIJCOSX def2/J DEFGRID3
* xyz 0 1
C 2.50 -0.67 -0.59
C 1.33 0.21 -0.20
O 1.76 1.27 0.55
C 0.27 -0.85 0.91
N -0.68 -1.63 0.12
N 0.61 0.67 -1.32
N 0.25 -0.30 -2.30
H 3.03 -0.98 0.31
H 2.16 -1.53 -1.15
H 3.18 -0.08 -1.21
H 1.02 1.92 0.61
H 1.07 -1.46 1.35
H -0.21 -0.48 1.82
H -1.12 -2.35 0.68
H -0.19 -2.10 -0.63
H -0.13 1.32 -1.06
H 0.30 0.15 -3.21
H -0.70 -0.63 -2.14
C -2.57 0.73 0.88
C -1.38 1.49 1.33
O -0.78 2.30 0.61
H -2.25 -0.07 0.20
H -3.24 1.38 0.31
H -3.11 0.28 1.72
H -1.09 1.39 2.39
*
```

Charges computed using Löwdin, reported in e: C -0.030; C -0.555; O 0.002; C -0.158; N -0.039; N -0.062; N 0.010; H 0.080; H 0.068; H 0.090; H 0.078; H 0.078; H 0.068; H 0.076; H 0.057; H 0.099; H 0.080; H 0.061; C -0.048; C -0.291; O -0.017; H 0.059; H 0.090; H 0.081; H 0.124

***

8.
Below is a cluster of 2 separate species, C5H15N3OP in total, with properties calculated with wB97M-V/def2-TZVPD.

E_LUMO (eV): -3.52
HOMO level (eV): -10.91
HOMO-LUMO gap (eV): 7.380
Total energy (hartree): -780.08880
Relative energy (zero: lowest compared OMol25 entry of this formula, charge and spin) (kcal/mol): 53.17

ORCA input file:
```
! wB97M-V def2-TZVPD RIJCOSX def2/J DEFGRID3
* xyz 1 1
C -3.68 -1.07 -0.07
C -2.67 -0.15 -0.66
C -1.31 -0.24 0.15
C -0.61 1.01 -0.24
C 3.25 0.00 -0.04
N -0.91 2.10 0.45
N 3.85 1.05 -0.45
N 3.81 -1.14 -0.23
O 1.28 -1.25 1.16
P 1.66 0.27 0.80
H -3.34 -1.94 0.44
H -4.28 -1.36 -0.91
H -4.56 -0.77 0.57
H -2.44 -0.51 -1.64
H -3.06 0.88 -0.71
H -1.42 -0.31 1.28
H -0.76 -1.01 -0.36
H -0.43 1.08 -1.30
H -1.11 2.04 1.43
H -0.32 2.87 0.17
H 3.34 1.88 -0.18
H 4.61 1.14 -1.07
H 3.30 -1.94 0.21
H 4.47 -1.31 -0.93
H 1.32 -1.31 2.13
*
```

Charges computed using Löwdin, reported in e: C -0.124; C -0.232; C -0.215; C -0.304; C -0.663; N 0.120; N 0.128; N 0.160; O -0.390; P 0.903; H 0.069; H 0.072; H 0.102; H 0.106; H 0.122; H 0.148; H 0.101; H 0.127; H 0.124; H 0.121; H 0.098; H 0.126; H 0.138; H 0.109; H 0.056

***

9.
Below is a cluster of 3 separate species, C5H15N6O4 in total, with properties calculated with wB97M-V/def2-TZVPD.

E_LUMO (eV): -4.09
HOMO level (eV): -12.58
HOMO-LUMO gap (eV): 8.490
Total energy (hartree): -828.50338
Relative energy (zero: lowest compared OMol25 entry of this formula, charge and spin) (kcal/mol): 23.32

ORCA input file:
```
! wB97M-V def2-TZVPD RIJCOSX def2/J DEFGRID3
* xyz 1 1
C 1.90 -0.04 -1.85
C 1.27 -0.59 -3.20
C 0.90 0.58 -0.96
C 0.74 -0.55 0.86
C -0.66 -0.17 1.45
N 0.99 -1.80 0.54
N -0.88 0.95 2.02
N -1.63 -1.09 1.48
N 1.00 -2.06 -3.08
N 1.14 1.84 -0.42
N -3.24 1.66 3.01
O 0.29 -2.35 -2.14
O 1.34 -2.67 -3.99
O 0.18 2.50 0.01
O 2.29 2.26 -0.35
H 2.50 -0.83 -1.49
H 2.59 0.88 -1.89
H 0.40 0.19 -3.33
H 1.96 -0.41 -4.01
H -0.17 0.36 -1.30
H 1.50 -0.12 1.65
H 0.59 -2.33 -0.14
H 1.99 -1.99 0.51
H -0.27 1.70 1.97
H -1.75 1.35 2.39
H -2.43 -0.65 1.84
H -1.77 -1.94 0.94
H -3.19 2.60 3.25
H -3.96 1.55 2.34
H -3.61 1.18 3.90
*
```

Charges computed using Löwdin, reported in e: C -0.140; C -0.039; C -0.122; C -0.118; C -0.311; N 0.104; N 0.219; N 0.220; N -0.426; N -0.413; N 0.043; O 0.048; O 0.189; O 0.022; O 0.078; H 0.096; H 0.154; H 0.169; H 0.124; H 0.160; H 0.197; H 0.038; H 0.133; H 0.095; H 0.047; H 0.095; H 0.147; H 0.029; H 0.049; H 0.112

***

10.
Below is a cluster of 2 separate species, C5H15NO in total, with properties calculated with wB97M-V/def2-TZVPD.

E_LUMO (eV): 0.97
HOMO level (eV): -8.87
HOMO-LUMO gap (eV): 9.843
Total energy (hartree): -329.42598
Relative energy (zero: lowest compared OMol25 entry of this formula, charge and spin) (kcal/mol): 51.22
SMILES: CCNC(C)C.O

ORCA input file:
```
! wB97M-V def2-TZVPD RIJCOSX def2/J DEFGRID3
* xyz 0 1
C 1.68 0.74 -1.31
C 0.54 -0.28 -1.55
N -0.46 -0.37 -0.48
C 0.06 -0.77 0.82
C 0.66 0.48 1.66
C -1.15 -1.21 1.72
H 1.29 1.59 -0.78
H 2.46 0.25 -0.79
H 2.36 1.20 -2.13
H 0.95 -1.30 -1.74
H 0.12 0.01 -2.55
H -1.23 -0.98 -0.74
H 0.81 -1.69 0.73
H 0.29 0.40 2.76
H 0.39 1.44 1.25
H 1.73 0.35 1.99
H -0.76 -2.04 2.41
H -1.94 -1.59 1.05
H -1.72 -0.46 2.30
O -2.25 1.03 -1.66
H -1.51 1.25 -1.08
H -2.34 1.96 -1.91
*
```

Charges computed using Löwdin, reported in e: C -0.103; C -0.274; N -0.121; C -0.413; C -0.081; C -0.095; H 0.045; H 0.040; H 0.104; H 0.106; H 0.115; H 0.110; H 0.160; H 0.081; H 0.056; H 0.070; H 0.096; H 0.065; H 0.072; O -0.080; H 0.007; H 0.039

***

The lowest relative energy (zero: lowest compared OMol25 entry of this formula, charge and spin) belongs to which entry?
number 5

***

Which of these has the highest total energy?
C5H15NO

***

Which value of relative energy (zero: lowest compared OMol25 entry of this formula, charge and spin) does entry 2 give?
34.65 kcal/mol